Record 1
Computed, not measured: C28H33MnN5O6SSeSi as an isolated structure, with ωB97M-V with the def2-TZVPD basis set.

Values from the calculation:
HOMO-LUMO gap (spin up / spin down) ... 6.635 / 6.712 eV
Lowest unoccupied orbital energy (spin up / spin down) ... -0.21 / -0.21 eV
Multiplicity ... 4
Total charge ... 0

Last column: Mulliken charge in e.
Atoms and positions in Å:
Mn1 -1.1203 -0.7257 0.2769  0.326
C1 -1.9206 -3.9615 0.8301  -1.446
C2 -2.3230 -3.0039 1.9086  0.946
C3 -2.7220 -3.5267 3.1500  -0.761
C4 -3.2213 -2.7119 4.1304  -0.807
C5 -3.3838 -1.3371 3.8500  0.893
C6 -3.9867 -0.4288 4.7400  -0.884
C7 -4.1402 0.8922 4.3924  -0.585
C8 -3.7053 1.3571 3.1556  -0.751
C9 -3.0925 0.4964 2.2605  0.574
S1 -2.5555 1.0134 0.6853  -0.305
C10 -2.9227 -0.8720 2.5920  -0.391
N1 -2.3357 -1.6928 1.6625  0.139
H1 -2.7094 -4.7009 0.6851  0.543
H2 -1.0078 -4.4932 1.1004  0.247
H3 -1.7494 -3.4380 -0.1113  0.161
H4 -2.6295 -4.5913 3.3069  0.427
H5 -3.5158 -3.1001 5.0955  0.431
H6 -4.3434 -0.7969 5.6899  0.370
H7 -4.6038 1.5840 5.0798  0.383
H8 -3.8428 2.3890 2.8762  0.508
N2 0.4287 0.2923 1.9822  -0.266
C11 1.6842 0.2946 1.2296  1.287
C12 2.9126 0.6929 2.0610  -1.013
C13 4.2578 0.5090 1.3422  -0.982
C14 4.3819 -0.7612 0.5006  -0.419
N3 4.0421 -1.9575 1.2585  -0.072
C15 3.5432 -3.0855 0.7471  0.677
N4 3.2895 -3.2053 -0.5349  -0.378
N5 3.4123 -4.1534 1.5678  -0.515
C16 1.4919 1.1766 0.0047  0.284
O1 2.3311 1.9519 -0.3821  -0.660
O2 0.3049 1.1046 -0.5523  1.175
H9 0.1821 1.2295 2.2895  0.258
H10 0.4926 -0.3067 2.7993  0.268
H11 1.8193 -0.7293 0.8695  -0.411
H12 2.8978 0.0948 2.9782  0.336
H13 2.8247 1.7424 2.3521  0.304
H14 5.0580 0.5327 2.0873  0.437
H15 4.4015 1.3498 0.6631  0.427
H16 5.4139 -0.8436 0.1406  0.317
H17 3.7267 -0.6794 -0.3654  0.098
H18 4.4199 -1.9965 2.1937  0.246
H19 2.9974 -2.3569 -1.0829  0.283
H20 2.7340 -3.9910 -0.8535  0.332
H21 3.5151 -4.0497 2.5628  0.189
H22 2.8592 -4.9302 1.2463  0.234
O3 1.9131 -1.2320 -1.5864  -0.917
Se1 0.5708 -2.1057 -1.3067  1.183
O4 -0.7738 -1.4259 -1.8605  -0.618
O5 0.3823 -2.1396 0.3393  -0.758
O6 0.8250 -3.5915 -1.8135  -0.898
C17 2.4480 3.1130 -5.4728  -0.433
C18 1.7520 1.9305 -5.2856  -0.667
C19 1.0594 1.7082 -4.1074  -0.073
C20 1.0560 2.6646 -3.0937  0.452
C21 1.7796 3.8384 -3.2891  -0.452
C22 2.4725 4.0608 -4.4637  -0.593
Si1 -0.0043 2.4786 -1.5443  -0.269
C23 -1.8198 2.3977 -2.0270  0.420
C24 -2.5646 3.5724 -2.0963  -0.589
C25 -3.9021 3.5524 -2.4438  -0.711
C26 -4.5236 2.3468 -2.7271  -0.467
C27 -3.7955 1.1720 -2.6794  -0.702
C28 -2.4540 1.1995 -2.3432  -0.024
H23 2.9715 3.2968 -6.4004  0.381
H24 1.7443 1.1827 -6.0655  0.414
H25 0.5176 0.7843 -3.9636  0.331
H26 1.7943 4.5809 -2.5054  0.320
H27 3.0307 4.9749 -4.6005  0.394
H28 0.2207 3.5617 -0.5766  -0.361
H29 -2.0815 4.5101 -1.8673  0.369
H30 -4.4655 4.4738 -2.4880  0.392
H31 -5.5735 2.3215 -2.9794  0.391
H32 -4.2695 0.2251 -2.8951  0.457
H33 -1.9011 0.2718 -2.3189  0.573

Record 2
Computed, not measured: an isolated molecule of C6H5FO, with ωB97M-V with the def2-TZVPD basis set.

Values from the calculation:
HOMO-LUMO gap ... 10.999 eV
Lowest unoccupied orbital energy ... 0.69 eV
Total charge ... 0
SMILES ... C#CC(O)(C#C)CF

Last column: Mulliken charge in e.
Atoms and positions in Å:
C1 -0.7824 2.4081 -0.2803  0.143
C2 -0.3886 1.2818 -0.1415  -1.074
C3 0.1337 -0.0965 0.2335  1.371
O1 -0.0091 -0.4548 1.5491  -0.559
C4 1.5590 -0.0884 -0.1447  -1.273
C5 2.6977 -0.1895 -0.4914  0.262
C6 -0.5955 -1.2692 -0.5154  -0.521
F1 -1.9438 -0.9870 -0.4486  -0.282
H1 -1.2182 3.4588 -0.2459  0.394
H2 -0.1859 0.4601 2.1714  0.424
H3 3.7150 -0.0474 -0.6316  0.523
H4 -0.2163 -1.3503 -1.5967  0.290
H5 -0.2692 -2.2771 -0.0133  0.303

Asked for energy above the lowest of the compared OMol25 structures with the same formula, charge and spin across the records above, the calculation gives 32.26, 417.04 kJ/mol in order.